[1]
DFT (ωB97M-V/def2-TZVPD) results for 2 unconnected molecules or ions with the total composition C4H11NO.

```
17
C4H11NO (ωB97M-V/def2-TZVPD)
C -0.16511 2.20411 -0.90428
N -0.24496 0.87223 -1.55749
C 1.00843 0.16065 -1.55489
H -0.16602 3.02705 -1.62239
H -1.07117 2.31338 -0.29399
H 0.67932 2.25401 -0.21901
H -0.59055 1.02738 -2.49223
H 1.92072 0.74607 -1.74826
H 1.00409 -0.59422 -2.34190
H 1.17024 -0.37398 -0.62476
O -0.79941 -3.08772 2.99000
C -0.65837 -2.48503 1.95361
C -0.40415 -1.00976 1.84880
H -0.82290 -3.05445 1.03626
H 0.30180 -0.89037 1.03248
H 0.09940 -0.75114 2.78405
H -1.26134 -0.35821 1.71400
```

**SMILES**: CC=O.CNC
**Orbital gap**: 9.96 eV
**Lowest unoccupied orbital energy**: 0.94 eV
**Energy**: -7862.728 eV
**Charge**: 0


[2]
DFT (ωB97M-V/def2-TZVPD) results for 6 unconnected molecules or ions with the total composition C24H48O6.

```
78
C24H48O6 (ωB97M-V/def2-TZVPD)
C -1.75728 -0.55533 1.66087
C -0.49506 -0.23301 2.42878
C 0.58994 -0.03152 1.32467
O -0.15221 -0.13827 0.17707
C -1.19704 -0.93234 0.31363
H -2.43867 0.38472 1.71189
H -2.41498 -1.42762 1.98665
H -0.28134 -0.96290 3.16778
H -0.33247 0.63252 3.04054
H 1.25803 -0.79013 1.36334
H 1.15161 1.02568 1.47919
H -0.89486 -2.05328 0.37946
H -1.87238 -0.90568 -0.31582
C -0.11742 -1.39968 -3.56512
C 1.31694 -1.96463 -3.45776
C 1.16204 -3.52346 -3.66404
O -0.18178 -3.64049 -4.05170
C -0.98255 -2.58709 -3.42685
H -0.45504 -1.18386 -4.59999
H -0.34459 -0.63676 -2.75174
H 1.83704 -1.79461 -2.57169
H 1.86330 -1.55565 -4.38017
H 1.25640 -4.03807 -2.55536
H 1.64413 -3.92872 -4.38258
H -1.01719 -2.97261 -2.58327
H -1.92556 -2.49696 -3.90543
C -1.34052 3.08398 0.99812
C -2.69040 3.83976 0.77612
C -2.31002 5.12456 0.07288
O -0.98072 4.89385 -0.28980
C -0.26317 4.14502 0.65541
H -1.02602 2.07723 0.46884
H -1.32083 2.86986 2.10202
H -3.23552 4.16478 1.65832
H -3.06237 3.30219 0.08846
H -2.23663 6.06172 0.78277
H -3.30071 5.25328 -0.69514
H -0.23330 4.86969 1.41950
H 0.46094 3.64926 0.09134
C -3.80386 -3.70979 -0.41295
C -4.87239 -4.68393 -0.69044
C -6.17437 -3.97256 -0.88546
O -5.69675 -2.62036 -0.56290
C -4.41757 -2.44307 -1.00333
H -2.76663 -3.76419 -0.76082
H -3.90127 -3.54508 0.67021
H -5.17577 -5.24008 0.19978
H -4.63083 -5.39383 -1.55086
H -6.98706 -4.25938 -0.33316
H -6.32539 -4.02766 -1.96432
H -4.01118 -1.39485 -0.74579
H -4.35301 -2.46352 -2.04313
C 5.07479 -0.84338 -1.44157
C 3.98803 -0.20101 -0.64968
C 3.03718 0.66292 -1.57291
O 3.61419 0.47131 -2.79173
C 4.93814 0.08547 -2.68647
H 4.66930 -1.65469 -1.60731
H 6.06744 -0.88367 -1.09044
H 4.53506 0.45565 0.06317
H 3.27515 -0.82829 -0.23483
H 3.27721 1.69575 -1.43250
H 1.99397 0.38577 -1.32949
H 5.45339 0.92345 -2.41655
H 5.14042 -0.48354 -3.47052
C 1.98765 3.32437 3.97332
C 3.13867 3.02865 3.00298
C 3.63512 1.64013 3.52625
O 2.48001 0.99339 3.86137
C 1.71068 1.99394 4.53848
H 1.14060 3.77769 3.50103
H 2.30759 3.97554 4.90348
H 3.95670 3.54026 3.46625
H 2.82385 3.22123 2.02380
H 4.46565 1.67159 4.29209
H 4.04381 0.96433 2.71905
H 1.99857 2.17621 5.62209
H 0.68316 1.79976 4.36263
```

**SMILES**: C1CCOC1.C1CCOC1.C1CCOC1.C1CCOC1.C1CCOC1.C1CCOC1
**Orbital gap**: 10.06 eV
**Lowest unoccupied orbital energy**: 0.68 eV
**Energy**: -37937.159 eV
**Charge**: 0


Calculated max |F|, 1.51, 9.69 eV Å⁻¹ (same order as the records).
Calculated HOMO level, -0.332, -0.345 Eh (same order as the records).